# 1
The following is a DFT calculation (ωB97M-V with the def2-TZVPD basis set) of a molecular structure, C4H7OP at a distorted geometry.

Element x y z (Å)
C 1.50357 -0.55956 -0.69183
C 0.61919 -0.02351 0.31459
C -1.77264 0.28507 -0.57784
C -0.92200 -0.22428 0.63611
O 2.79136 -0.33053 -0.32535
P 2.58133 1.07493 0.55059
H 1.17414 -1.41059 -1.25583
H -2.82937 0.50747 -0.29785
H -1.52538 -0.38539 -1.46509
H -1.48392 1.33325 -0.90282
H -1.19780 0.36311 1.51201
H -1.14636 -1.28152 0.77414
H 2.20788 0.65155 1.72916

Results
Lowest unoccupied orbital energy, eV: -0.16
Energy relative to the best compared isomer or geometry (same formula, charge and spin), eV: 4.196
Gap between HOMO and LUMO, eV: 8.29
HOMO energy, eV: -8.448
Net charge: 0
M, g/mol: 102.1
Calculated total energy, a.u.: -573.04103


# 2
The following is a DFT calculation (ωB97M-V with the def2-TZVPD basis set) of C4H7OP in the gas phase at a distorted geometry.

Element x y z (Å)
C 0.32456 0.36104 1.24099
C -0.91862 0.76144 -0.98490
C 1.09525 -1.05629 -0.45982
C -0.93921 0.17996 0.36643
O 1.40950 0.01243 0.38838
P -0.64554 -1.06745 -0.90580
H 0.44556 1.44366 1.32409
H 0.25000 -0.26456 2.17730
H -2.00424 1.15183 -1.31868
H -0.09832 1.28983 -1.26498
H 1.70453 -0.89648 -1.45492
H 1.31977 -2.11501 -0.09013
H -1.94323 0.19960 0.98205

Results
Lowest unoccupied orbital energy, eV: 1.02
Energy relative to the best compared isomer or geometry (same formula, charge and spin), eV: 1.804
Gap between HOMO and LUMO, eV: 10.28
HOMO energy, eV: -9.263
Net charge: 0
Structure (SMILES): C1OCP2C[C@H]12
M, g/mol: 102.1
Calculated total energy, a.u.: -573.12894


# 3
The following is a DFT calculation (ωB97M-V with the def2-TZVPD basis set) of C4H7P in the gas phase at a distorted geometry.

Element x y z (Å)
C -0.55135 0.93101 -0.44872
C 0.86762 1.27059 -0.87618
C -0.90115 -2.22902 -0.30279
C 0.57596 -0.00702 -0.04209
P 0.63510 -1.60276 -0.59496
H -1.06934 1.55527 0.14552
H -1.16139 0.62037 -1.25666
H 1.02179 1.26821 -1.91232
H 1.30793 2.19266 -0.37561
H -1.69900 -1.62463 -0.79857
H -1.27392 -3.22734 0.06609
H 1.81103 -2.10542 -0.25149

Results
Lowest unoccupied orbital energy (alpha / beta), eV: -0.22 / -0.29
Energy relative to the best compared isomer or geometry (same formula, charge and spin), eV: 4.527
Gap between HOMO and LUMO (alpha / beta), eV: 7.38 / 7.34
HOMO energy (alpha / beta), eV: -7.606 / -7.628
Net charge: 0
Structure (SMILES): C=[PH]=C1CC1
M, g/mol: 86.1
Calculated total energy, a.u.: -497.76028


# 4
The following is a DFT calculation (ωB97M-V with the def2-TZVPD basis set) of 2 unconnected molecules or ions with the total composition C4H7P at a distorted geometry.

Element x y z (Å)
C -0.94283 1.03462 -0.49480
C 0.28758 0.92461 -0.02732
C -1.82813 -2.70394 0.61306
C 1.03986 -0.35998 0.11209
P -2.80426 -3.90391 0.58478
H -1.48705 0.18339 -0.87337
H 0.80997 1.80028 0.33280
H -1.45996 1.97851 -0.55104
H 0.59622 -1.15088 -0.48619
H 2.07793 -0.24460 -0.18479
H 1.03786 -0.66574 1.15924
H -1.19275 -1.86377 0.69267

Results
Lowest unoccupied orbital energy, eV: 0.58
Energy relative to the best compared isomer or geometry (same formula, charge and spin), eV: 1.793
Gap between HOMO and LUMO, eV: 10.39
HOMO energy, eV: -9.809
Net charge: 0
Structure (SMILES): C=CC.C#P
M, g/mol: 86.1
Calculated total energy, a.u.: -497.86074


# 5
The following is a DFT calculation (ωB97M-V with the def2-TZVPD basis set) of 2 unconnected molecules or ions with the total composition C4H8 at a distorted geometry.

Element x y z (Å)
C 1.42322 -1.00272 -0.90614
C 0.67239 -2.08918 -0.61342
H 2.49357 -0.96711 -0.76991
H 1.01328 -0.17731 -1.46123
H 1.10502 -2.89790 -0.03577
H -0.35797 -2.07570 -0.96856
C -0.52632 1.14894 0.56675
C -1.57570 1.93258 0.95039
H -0.54864 0.12153 0.85253
H 0.37241 1.55726 0.09789
H -2.38214 1.49035 1.55509
H -1.65712 3.01123 0.74449

Results
Lowest unoccupied orbital energy (alpha / beta), eV: 4.31 / 4.52
Energy relative to the best compared isomer or geometry (same formula, charge and spin), eV: 1.533
Gap between HOMO and LUMO (alpha / beta), eV: 2.73 / 10.40
HOMO energy (alpha / beta), eV: 1.578 / -5.880
Net charge: -1
Spin multiplicity: 2
M, g/mol: 56.1
Calculated total energy, a.u.: -157.06673


# 6
The following is a DFT calculation (ωB97M-V with the def2-TZVPD basis set) of C4H8 in the gas phase at a distorted geometry.

Element x y z (Å)
C -1.19155 1.24896 0.08293
C -0.11857 0.34955 -0.49669
C 0.40020 -0.75888 0.36350
C 1.48632 -1.49785 0.17463
H -2.04300 0.73939 0.52323
H -0.86711 1.85516 0.91749
H -1.72271 1.78433 -0.70415
H 0.75149 1.02461 -0.57676
H -0.17945 0.22269 -1.58271
H -0.23795 -1.04784 1.19367
H 1.61301 -2.36492 0.81843
H 2.10931 -1.55519 -0.71359

Results
Lowest unoccupied orbital energy, eV: 1.29
Energy relative to the best compared isomer or geometry (same formula, charge and spin), eV: 0.814
Gap between HOMO and LUMO, eV: 10.72
HOMO energy, eV: -9.432
Net charge: 0
Structure (SMILES): C=CCC
M, g/mol: 56.1
Calculated total energy, a.u.: -157.15405


# 7
The following is a DFT calculation (ωB97M-V with the def2-TZVPD basis set) of C4H8 in the gas phase at a distorted geometry.

Element x y z (Å)
C 0.98710 -0.53074 -0.02774
C -0.51110 -0.99343 0.01188
C -0.98533 0.50767 -0.01889
C 0.48774 0.97934 0.00751
H 1.55694 -0.79007 -0.96318
H 1.56359 -0.70758 0.87154
H -0.72020 -1.44052 0.97577
H -0.93311 -1.57750 -0.79417
H -1.61809 0.81278 0.83154
H -1.42559 0.86638 -0.94631
H 0.85212 1.60868 -0.78930
H 0.85388 1.45077 0.97751

Results
Lowest unoccupied orbital energy, eV: 1.34
Energy relative to the best compared isomer or geometry (same formula, charge and spin), eV: 0.599
Gap between HOMO and LUMO, eV: 11.74
HOMO energy, eV: -10.394
Net charge: 0
Structure (SMILES): C1CCC1
M, g/mol: 56.1
Calculated total energy, a.u.: -157.16194


# 8
The following is a DFT calculation (ωB97M-V with the def2-TZVPD basis set) of a molecular structure, C4H8 at a distorted geometry.

Element x y z (Å)
C 0.48357 -1.08276 1.10572
C 0.22683 -0.05762 0.36702
C 0.91455 1.23685 0.06563
C -1.24624 -0.37136 -0.97125
H -0.07342 -1.97029 0.79963
H 1.06426 -1.01848 2.03880
H 0.61971 1.95472 0.90905
H 1.90966 0.92578 0.13050
H 0.49909 1.60762 -0.89913
H -1.83694 -1.16827 -0.47081
H -1.80872 0.59475 -1.20521
H -0.75234 -0.65094 -1.86996

Results
Lowest unoccupied orbital energy, eV: 1.09
Energy relative to the best compared isomer or geometry (same formula, charge and spin), eV: 2.482
Gap between HOMO and LUMO, eV: 10.24
HOMO energy, eV: -9.147
Net charge: 0
M, g/mol: 56.1
Calculated total energy, a.u.: -157.09273


# 9
The following is a DFT calculation (ωB97M-V with the def2-TZVPD basis set) of 2 unconnected molecules or ions with the total composition C4H8 at a distorted geometry.

Element x y z (Å)
C -2.51357 0.11201 -1.92254
C -3.28026 -0.32097 -0.96618
C 3.52425 0.27869 1.34143
C 2.26654 0.02987 1.22224
H -2.81444 1.10494 -2.42598
H -1.77258 -0.60540 -2.23215
H -4.01979 0.13697 -0.24017
H -3.00365 -1.29741 -0.51892
H 3.99050 1.21192 1.95706
H 4.34681 -0.50813 1.25220
H 1.51109 0.65944 1.84271
H 1.76510 -0.80192 0.69030

Results
Lowest unoccupied orbital energy, eV: 1.09
Energy relative to the best compared isomer or geometry (same formula, charge and spin), eV: 2.626
Gap between HOMO and LUMO, eV: 11.23
HOMO energy, eV: -10.140
Net charge: 0
Structure (SMILES): C=C.C=C
M, g/mol: 56.1
Calculated total energy, a.u.: -157.08745


# 10
The following is a DFT calculation (ωB97M-V with the def2-TZVPD basis set) of C4H8 in the gas phase at a distorted geometry.

Element x y z (Å)
C 1.12942 0.71635 0.94838
C -0.26952 0.10007 0.71444
C -0.40167 -0.83391 -0.50018
C -0.97466 -0.48807 -1.64048
H 1.63231 1.07880 -0.01679
H 1.77799 -0.13120 1.37937
H 1.03260 1.47799 1.69807
H -0.64161 -0.41016 1.62340
H -0.98129 0.92387 0.46532
H 0.12754 -1.84050 -0.41912
H -1.40344 0.54091 -1.69797
H -1.02766 -1.13415 -2.55444

Results
Lowest unoccupied orbital energy, eV: 1.29
Energy relative to the best compared isomer or geometry (same formula, charge and spin), eV: 0.490
Gap between HOMO and LUMO, eV: 11.06
HOMO energy, eV: -9.764
Net charge: 0
Structure (SMILES): C=CCC
M, g/mol: 56.1
Calculated total energy, a.u.: -157.16596